Record 1
Entry from the OMol25 dataset: 12 unconnected molecules or ions with the total composition C26H53BBrO16S in a non-equilibrium geometry (the ωB97M-V functional and the def2-TZVPD basis).

Each atom is followed by the atoms it is bonded to, with distances in Å.
CARTESIAN COORDINATES (ANGSTROEM)
1 C -3.74425 0.46040 3.42706  C2 1.202, H24 1.073
2 C -3.75098 0.06204 2.29322  C1 1.202, C3 1.494
3 C -3.72354 -0.30380 0.84489  C2 1.494, C4 1.543, H25 1.094, H26 1.098
4 C -2.37434 0.19694 0.28716  C3 1.543, C5 1.409, C12 1.397
5 C -2.32584 1.57476 -0.00407  C4 1.409, C6 1.385, H27 1.090
6 C -1.12380 2.08218 -0.46774  C5 1.385, C7 1.413, C22 1.514
7 C 0.00441 1.25363 -0.66261  C6 1.413, C8 1.397, C16 1.520
8 C -0.04496 -0.11455 -0.38452  C7 1.397, C9 1.538, C12 1.428
9 C 1.21073 -0.98372 -0.57018  C8 1.538, O10 1.244, O11 1.255
10 O 2.05429 -1.04691 0.34152  C9 1.244
11 O 1.29078 -1.57467 -1.67411  C9 1.255
12 C -1.27265 -0.64519 0.11671  C4 1.397, C8 1.428, B13 1.599
13 B -1.25550 -2.19302 0.51610  C12 1.599, C14 1.594, O15 1.394
14 C -1.61194 -2.61626 2.01085  B13 1.594, H28 1.105, H29 1.099, H30 1.099
15 O -0.88927 -3.17735 -0.40093  B13 1.394, H31 0.973
16 C 1.26783 1.92319 -1.17893  C7 1.520, O17 1.196, C18 1.538
17 O 2.01616 1.43035 -1.97079  C16 1.196
18 C 1.49192 3.34143 -0.62723  C16 1.538, S19 1.801, C20 1.333
19 S 3.15605 3.92452 -0.26133  C18 1.801, H32 1.358
20 C 0.41845 4.11133 -0.44620  C18 1.333, Br21 1.914, C22 1.529
21 Br 0.54077 5.90968 0.19878  C20 1.914
22 C -0.97596 3.56242 -0.74892  C6 1.514, C20 1.529, O23 1.202
23 O -1.87569 4.25933 -1.13599  C22 1.202
24 H -3.62950 1.04350 4.32082  C1 1.073
25 H -3.84047 -1.38224 0.70671  C3 1.094
26 H -4.53365 0.24478 0.34627  C3 1.098
27 H -3.18657 2.22215 0.16386  C5 1.090
28 H -1.03728 -2.00921 2.73306  C14 1.105
29 H -1.34586 -3.66476 2.20741  C14 1.099
30 H -2.66849 -2.40335 2.22415  C14 1.099
31 H 0.00673 -3.43827 -0.12396  O15 0.973
32 H 3.16295 3.69857 1.07799  S19 1.358
33 C 3.51886 8.58517 1.31405  O34 1.422, H35 1.088, H36 1.094, H37 1.093
34 O 4.05849 7.27350 1.41297  C33 1.422, H38 0.961
35 H 2.68305 8.66694 2.00628  C33 1.088
36 H 4.27306 9.33211 1.57810  C33 1.094
37 H 3.16053 8.76932 0.29762  C33 1.093
38 H 4.79153 7.21716 0.79415  O34 0.961
39 C -7.08223 -1.52806 4.82954  O40 1.420, H41 1.088, H42 1.094, H43 1.094
40 O -6.46289 -1.46068 3.55353  C39 1.420, H44 0.961
41 H -7.17246 -0.51462 5.21435  C39 1.088
42 H -8.08022 -1.97031 4.75119  C39 1.094
43 H -6.47406 -2.11898 5.52046  C39 1.094
44 H -6.38491 -2.35956 3.22207  O40 0.961
45 C 0.27073 -6.55790 -2.08999  O46 1.423, H47 1.089, H48 1.093, H49 1.092
46 O -0.67677 -5.81380 -1.33349  C45 1.423, H50 0.965
47 H 0.10136 -7.61765 -1.90237  C45 1.089
48 H 0.14897 -6.36087 -3.15856  C45 1.093
49 H 1.28866 -6.30069 -1.78942  C45 1.092
50 H -0.51717 -4.87890 -1.50979  O46 0.965
51 C 4.77127 -2.98301 -0.49874  O52 1.429, H53 1.090, H54 1.094, H55 1.092
52 O 4.19971 -4.18752 -1.01333  C51 1.429, H56 0.964
53 H 5.46208 -3.24432 0.30237  C51 1.090
54 H 5.31762 -2.46144 -1.28971  C51 1.094
55 H 3.98570 -2.33608 -0.10314  C51 1.092
56 H 3.58517 -3.91965 -1.70577  O52 0.964
57 C -1.28001 -1.73744 -3.52002  O58 1.433, H59 1.089, H60 1.091, H61 1.084
58 O -2.05750 -0.55578 -3.75038  C57 1.433, H62 0.964
59 H -1.78183 -2.57681 -3.99983  C57 1.089
60 H -0.28308 -1.61929 -3.94712  C57 1.091
61 H -1.19693 -1.93063 -2.45646  C57 1.084
62 H -1.60354 0.17758 -3.32048  O58 0.964
63 C -2.36422 2.96444 6.69479  O64 1.422, H65 1.088, H66 1.094, H67 1.093
64 O -1.93248 2.06938 5.67698  C63 1.422, H68 0.961
65 H -3.41345 3.19371 6.52104  C63 1.088
66 H -2.25812 2.50371 7.68117  C63 1.094
67 H -1.78601 3.89137 6.65895  C63 1.093
68 H -1.00507 1.87413 5.83646  O64 0.961
69 C -2.81371 3.21934 -3.97010  O70 1.423, H71 1.087, H72 1.093, H73 1.094
70 O -1.74700 2.27903 -4.02753  C69 1.423, H74 0.961
71 H -3.17651 3.25675 -2.94639  C69 1.087
72 H -2.46320 4.21388 -4.25947  C69 1.093
73 H -3.62970 2.91005 -4.63027  C69 1.094
74 H -1.43155 2.24937 -4.93460  O70 0.961
75 C 4.28426 -7.27909 -3.19193  O76 1.419, H77 1.089, H78 1.094, H79 1.093
76 O 3.44217 -6.17602 -3.49038  C75 1.419, H80 0.962
77 H 3.86154 -8.16489 -3.66260  C75 1.089
78 H 5.29094 -7.11118 -3.58560  C75 1.094
79 H 4.33694 -7.43749 -2.11147  C75 1.093
80 H 3.82842 -5.40357 -3.06560  O76 0.962
81 C 8.31917 -2.51403 1.39489  O82 1.427, H83 1.087, H84 1.093, H85 1.092
82 O 9.54562 -2.85915 2.03799  C81 1.427, H86 0.961
83 H 8.35242 -1.45741 1.14202  C81 1.087
84 H 8.19243 -3.09812 0.48032  C81 1.093
85 H 7.47648 -2.69561 2.06594  C81 1.092
86 H 9.50240 -3.79369 2.25600  O82 0.961
87 C -3.44351 -2.47201 -6.38291  O88 1.423, H89 1.089, H90 1.093, H91 1.090
88 O -4.20599 -1.28905 -6.59091  C87 1.423, H92 0.963
89 H -3.95162 -3.30086 -6.87284  C87 1.089
90 H -2.44449 -2.35546 -6.81132  C87 1.093
91 H -3.36647 -2.67646 -5.31505  C87 1.090
92 H -3.73998 -0.57683 -6.13948  O88 0.963
93 C -0.10071 7.82653 3.91082  O94 1.420, H95 1.088, H96 1.095, H97 1.094
94 O 0.44405 6.51857 4.00658  C93 1.420, H98 0.963
95 H -0.92783 7.90170 4.61334  C93 1.088
96 H 0.65384 8.57704 4.16660  C93 1.095
97 H -0.47409 8.01243 2.89938  C93 1.094
98 H 1.17127 6.46380 3.37803  O94 0.963

Its net charge is -1. As for the total energy: -142131.4067 eV. The calculation puts the max |F| at 0.0331 hartree/bohr.

These are the Löwdin partial charges, in e, on atoms 1 to 5:
1 C 0.117
2 C -0.129
3 C -0.131
4 C -0.153
5 C 0.043



Record 2
Entry from the OMol25 dataset: 2 unconnected molecules or ions with the total composition C2H6O3 in a non-equilibrium geometry (the ωB97M-V functional and the def2-TZVPD basis).

Each atom is followed by the atoms it is bonded to, with distances in Å.
CARTESIAN COORDINATES (ANGSTROEM)
1 O -1.50182 0.13678 -0.79138  C2 1.222
2 C -0.67921 0.68088 -1.51221  O1 1.222, O3 1.352, C4 1.488
3 O -0.01286 1.74502 -1.01085  C2 1.352, H5 0.988
4 C 0.01437 -0.10378 -2.56883  C2 1.488, H6 1.090, H7 1.086, H8 1.095
5 H -0.50092 1.90179 -0.16587  O3 0.988
6 H 0.91744 0.35543 -2.97063  C4 1.090
7 H 0.30877 -1.09314 -2.23109  C4 1.086
8 H -0.68509 -0.25447 -3.39742  C4 1.095
9 H 2.37941 -1.70400 5.14682  O11 0.954
10 H 1.71025 -2.47552 4.03648  O11 0.952
11 O 1.52325 -1.97304 4.82268  H9 0.954, H10 0.952

Its SMILES is CC(=O)O.O. As for the total energy: -8313.7202 eV. The calculation puts the max |F| at 0.0811 hartree/bohr.

These are the natural (NBO) partial charges, in e, on atoms 1 to 5:
1 O -0.598
2 C 0.773
3 O -0.672
4 C -0.725
5 H 0.498



Record 3
Entry from the OMol25 dataset: C6H10 in the gas phase in a non-equilibrium geometry (the ωB97M-V functional and the def2-TZVPD basis).

Each atom is followed by the atoms it is bonded to, with distances in Å.
CARTESIAN COORDINATES (ANGSTROEM)
1 C 1.37478 0.05716 0.37064  C2 1.533, H7 1.098, H8 1.096, H9 1.094
2 C -0.09337 0.00475 0.80847  C1 1.533, C3 1.540, C4 1.563, H10 1.099
3 C -0.62322 1.43954 0.98450  C2 1.540, H11 1.096, H12 1.099, H13 1.097
4 C -1.01358 -0.81457 -0.15305  C2 1.563, C5 1.462, H14 1.103, H15 1.095
5 C -0.68370 -0.72303 -1.57463  C4 1.462, C6 1.205
6 C -0.17869 -1.05146 -2.61818  C5 1.205, H16 1.063
7 H 1.97084 0.63238 1.09124  C1 1.098
8 H 1.47304 0.54691 -0.60492  C1 1.096
9 H 1.81527 -0.94156 0.29032  C1 1.094
10 H -0.13897 -0.48039 1.79343  C2 1.099
11 H -1.66119 1.45655 1.33625  C3 1.096
12 H -0.02221 1.99218 1.71954  C3 1.099
13 H -0.57702 2.00010 0.04225  C3 1.097
14 H -0.92324 -1.91343 -0.18173  C4 1.103
15 H -2.06157 -0.65241 0.11928  C4 1.095
16 H 0.27677 -1.70107 -3.32615  C6 1.063

Its SMILES is C#CCC(C)C. As for the total energy: -6381.8069 eV. The calculation puts the max |F| at 0.0278 hartree/bohr.

These are the natural (NBO) partial charges, in e, on atoms 1 to 5:
1 C -0.612
2 C -0.203
3 C -0.608
4 C -0.486
5 C 0.002



Record 4
Entry from the OMol25 dataset: C3H16Si5 in the gas phase in a non-equilibrium geometry (the ωB97M-V functional and the def2-TZVPD basis).

Each atom is followed by the atoms it is bonded to, with distances in Å.
CARTESIAN COORDINATES (ANGSTROEM)
1 C -1.34548 -1.56191 -0.27149  Si8 2.015, H9 1.179, H10 1.114, H11 1.022
2 C -3.47191 0.01910 1.08815  Si8 1.911, H12 1.074, H13 1.075, H14 1.122
3 C -2.43594 1.33500 -1.48951  Si8 1.959, H15 1.092, H16 1.091, H17 1.052
4 Si 3.30254 -0.13676 -0.89793  Si5 2.290, Si6 2.344, H18 1.398, H19 1.466
5 Si 3.89171 -1.05481 1.11508  Si4 2.290, H20 1.476, H21 1.504, H24 1.431
6 Si 1.77447 1.40906 -0.01944  Si4 2.344, Si7 2.330, H22 1.692, H23 1.552
7 Si -0.06637 1.05059 1.36262  Si6 2.330, Si8 2.307
8 Si -1.86694 0.34777 0.10405  C1 2.015, C2 1.911, C3 1.959, Si7 2.307
9 H -1.32013 -1.83222 0.87598  C1 1.179
10 H -1.97747 -2.42158 -0.59084  C1 1.114
11 H -0.37806 -1.67634 -0.58112  C1 1.022
12 H -3.85362 -0.90012 0.68413  C2 1.074
13 H -3.36141 -0.06696 2.15360  C2 1.075
14 H -4.28581 0.75854 0.86422  C2 1.122
15 H -2.22986 0.73258 -2.37662  C3 1.092
16 H -3.48802 1.58229 -1.34332  C3 1.091
17 H -1.79814 2.15819 -1.63572  C3 1.052
18 H 4.23417 0.21778 -1.87873  Si4 1.398
19 H 2.61592 -1.07139 -1.79448  Si4 1.466
20 H 4.66820 -2.29440 0.91466  Si5 1.476
21 H 4.70397 -0.06873 1.90920  Si5 1.504
22 H 2.48098 2.47272 1.09121  Si6 1.692
23 H 1.50108 2.56506 -1.01851  Si6 1.552
24 H 2.70611 -1.56347 1.73480  Si5 1.431

As for the total energy: -42753.6137 eV. The calculation puts the max |F| at 0.0915 hartree/bohr. As for the multiplicity: 3.

These are the natural (NBO) partial charges, in e, on atoms 1 to 5:
1 C -1.051
2 C -1.095
3 C -1.059
4 Si 0.227
5 Si 0.405